13
Properties=species:S:1:pos:R:3:forces:R:3:mulliken_charge:R:1 method="wB97M-V/def2-TZVPD" charge=0 total_energy_ev=-10281.0835 e_above_lowest_kcal_mol=85.6 max_force_ev_per_a=1.14
H -1.5147 2.6984 0.8775 -0.1 0.0 0.0 0.258
N -1.0365 2.1684 0.1551 -0.2 -0.2 0.2 -0.614
C -1.3856 0.9644 0.1929 0.0 0.5 -0.2 0.220
O -0.8494 0.1259 -0.7703 0.2 0.2 -0.2 -0.427
C 0.2241 -0.5819 -0.3171 0.2 -0.2 0.2 0.644
N 0.5510 -1.5816 -1.2050 -0.2 -0.4 0.3 -0.441
C 1.1665 -0.1399 0.6796 0.5 0.2 -0.4 -0.521
O 0.0118 -0.6588 1.2931 -0.2 -0.9 -0.7 -0.525
H -2.0996 0.4660 0.8515 0.1 0.2 -0.2 0.378
H -0.0318 -1.7290 -2.0225 0.1 0.1 0.6 0.234
H 1.5260 -1.8319 -1.2989 -0.4 0.2 0.1 0.221
H 1.4232 0.9165 0.7544 -0.2 0.1 0.3 0.259
H 2.0150 -0.8164 0.8098 0.2 0.3 -0.1 0.314